1.
Here is a cluster of 2 separate species, H4N4O2 in total at a distorted geometry from the Open Molecules 2025 dataset. Energies are from ωB97M-V/def2-TZVPD.

HOMO level = -8.35 eV
Multiplicity = 1
LUMO energy = 0.060 eV

```
10
Properties=species:S:1:pos:R:3:mulliken_charge:R:1
H 0.679 -2.464 0.841 0.229
N 0.396 -1.775 0.209 -0.344
N 1.153 -0.917 -0.095 0.134
N 1.052 -0.033 -0.953 -0.085
N 1.273 1.187 -0.798 0.388
O 1.122 1.808 0.256 -0.589
H 1.247 1.679 -1.672 0.264
O -2.017 -0.059 0.639 -0.614
H -2.896 -0.050 0.256 0.305
H -2.009 0.624 1.317 0.313
```



2.
Here is a cluster of 2 separate species, C4H9NO in total at a distorted geometry from the Open Molecules 2025 dataset. Energies are from ωB97M-V/def2-TZVPD.

HOMO level = -9.87 eV
Multiplicity = 1
LUMO energy = 1.041 eV

```
15
Properties=species:S:1:pos:R:3:mulliken_charge:R:1
C -1.427 -0.283 -1.902 -0.253
N -1.430 -1.015 -0.878 -0.369
C -2.270 -0.559 0.233 -0.615
H -0.741 -0.483 -2.719 0.278
H -2.044 0.615 -2.013 0.204
H -2.952 -1.377 0.498 0.241
H -2.878 0.285 -0.100 0.317
H -1.655 -0.465 1.125 0.199
C 2.514 0.350 0.294 -0.853
C 1.697 0.519 1.531 0.206
O 1.177 1.526 1.917 -0.490
H 3.278 1.160 0.309 0.287
H 1.967 0.747 -0.561 0.238
H 3.067 -0.567 0.199 0.331
H 1.697 -0.453 2.068 0.276
```



3.
Here is a cluster of 12 separate species, C20H64N6O12 in total at a distorted geometry from the Open Molecules 2025 dataset. Energies are from ωB97M-V/def2-TZVPD.

HOMO level = -8.54 eV
Multiplicity = 1
LUMO energy = 0.053 eV

```
102
Properties=species:S:1:pos:R:3:mulliken_charge:R:1
N -3.734 1.978 0.768 -0.363
C -3.621 1.458 -0.402 0.612
N -3.009 2.169 -1.247 -0.205
O -3.938 0.193 -0.662 -0.754
H -4.158 1.453 1.552 0.289
H -3.128 2.745 1.006 0.281
H -2.762 1.746 -2.137 0.229
H -2.792 3.148 -1.149 0.192
N 3.550 1.841 0.638 -0.246
C 3.245 1.985 1.867 0.412
N 3.732 1.001 2.605 -0.393
O 2.376 2.964 2.310 -0.669
H 2.954 2.498 0.070 0.083
H 3.680 0.937 0.240 0.369
H 3.094 0.828 3.458 0.230
H 4.357 0.188 2.290 0.279
N 1.595 -3.481 0.945 0.025
C 1.991 -4.302 -0.027 0.583
N 1.492 -5.502 0.214 -0.525
O 2.759 -4.054 -1.095 -0.689
H 1.776 -2.485 0.745 -0.118
H 1.087 -3.814 1.821 0.220
H 1.027 -5.721 1.179 0.232
H 1.840 -6.264 -0.394 0.291
C -2.470 -3.645 0.477 -1.008
C -3.048 -2.286 0.485 1.370
O -4.465 -2.330 0.522 -0.584
H -2.487 -4.239 -0.463 0.168
H -2.893 -4.180 1.287 0.638
H -1.360 -3.548 0.814 -0.086
H -2.704 -1.744 -0.410 -0.797
H -2.667 -1.803 1.374 -0.018
H -4.775 -2.657 1.368 0.369
C -2.835 0.820 3.538 0.053
C -4.229 0.220 3.549 -0.554
O -5.143 1.003 2.920 -0.548
H -2.135 0.268 4.137 0.279
H -3.017 1.857 3.855 0.348
H -2.441 0.919 2.533 -0.542
H -4.638 0.344 4.578 0.365
H -4.329 -0.801 3.292 0.327
H -5.879 0.440 2.683 0.323
C -1.367 -3.212 -2.777 -0.891
C -0.156 -3.778 -2.097 0.444
O -0.401 -5.110 -1.626 -0.669
H -1.268 -2.147 -3.042 -0.139
H -2.369 -3.192 -2.269 0.216
H -1.431 -3.768 -3.730 0.441
H 0.040 -3.183 -1.261 -0.563
H 0.719 -3.680 -2.694 0.598
H 0.176 -5.180 -0.883 0.658
C -0.288 1.719 -2.740 0.702
C -1.152 0.608 -3.353 -0.691
O -2.241 1.127 -4.094 -0.653
H -0.322 2.653 -3.283 0.817
H 0.695 1.323 -2.801 -0.484
H -0.522 1.833 -1.688 -0.492
H -1.617 -0.051 -2.586 -0.032
H -0.528 -0.047 -3.911 0.513
H -2.854 0.400 -4.145 0.349
C -0.309 -0.277 0.131 2.146
C 1.100 -0.149 -0.470 1.709
O 2.152 -0.724 0.302 -0.840
H -0.460 -1.324 0.265 -0.606
H -1.145 0.112 -0.485 -1.108
H -0.442 0.248 1.054 -1.030
H 1.243 0.915 -0.603 -0.236
H 0.931 -0.665 -1.487 -0.399
H 2.298 -0.455 1.217 -0.210
C 1.082 -1.064 3.488 -0.468
C 1.002 0.352 4.099 -0.729
O 2.188 0.618 4.843 -0.610
H 0.284 -1.245 2.731 -0.116
H 0.940 -1.810 4.276 0.566
H 2.020 -1.355 3.069 0.376
H 0.222 0.537 4.800 0.464
H 0.710 1.042 3.258 0.243
H 2.092 0.240 5.736 0.376
C 3.651 4.903 -1.152 -1.048
C 2.798 3.850 -1.930 -0.187
O 1.714 3.474 -1.124 -0.446
H 3.040 5.769 -1.011 0.304
H 4.525 5.252 -1.759 0.407
H 4.178 4.554 -0.285 0.233
H 3.495 3.019 -2.126 -0.205
H 2.541 4.298 -2.850 0.691
H 1.003 4.114 -1.318 0.189
C 2.116 -0.624 -4.235 -0.943
C 3.322 -0.272 -3.361 0.132
O 3.677 0.933 -3.861 -0.621
H 2.496 -1.341 -4.995 0.519
H 1.651 0.180 -4.782 0.344
H 1.520 -1.423 -3.759 -0.123
H 4.141 -0.890 -3.592 0.599
H 3.181 -0.332 -2.291 -0.136
H 4.321 1.309 -3.256 0.298
C -0.790 3.386 1.624 0.089
O -2.076 3.910 1.664 -0.628
H -0.759 2.222 1.878 -0.106
H -0.111 3.927 2.337 0.341
H -0.449 3.601 0.583 -0.125
H -2.108 4.731 1.219 0.303
```



4.
Here is a cluster of 3 separate species, C14H17N2 in total at a distorted geometry from the Open Molecules 2025 dataset. Energies are from ωB97M-V/def2-TZVPD.

HOMO level = -11.33 eV
Multiplicity = 1
LUMO energy = -5.465 eV
Charge = +1

```
33
Properties=species:S:1:pos:R:3:mulliken_charge:R:1
C 0.571 -3.614 0.493 -0.445
C 2.340 0.074 -2.315 -0.751
C 0.004 -3.142 1.629 -0.427
C 0.333 -2.877 -0.710 -0.563
C 1.371 0.997 -2.196 -0.394
C 2.734 -0.438 -1.130 -0.554
C -0.987 -2.137 1.662 -0.612
C -0.484 -1.781 -0.712 -0.289
C 0.839 1.471 -1.021 -0.373
C 2.138 -0.052 0.056 -0.157
C -1.186 -1.360 0.503 0.791
C 1.154 0.889 0.219 0.212
C -2.655 0.800 0.349 -0.614
C -2.009 -0.259 0.485 0.093
N 0.508 1.241 1.367 -0.343
N -2.514 3.899 0.509 -0.745
H 1.312 -4.445 0.465 0.361
H 2.717 -0.190 -3.230 0.546
H 0.359 -3.417 2.610 0.386
H 0.893 -3.076 -1.549 0.568
H 0.895 1.400 -3.142 0.270
H 3.410 -1.277 -1.019 0.410
H -1.493 -2.000 2.558 0.562
H -0.395 -1.088 -1.567 0.561
H 0.138 2.254 -1.043 0.379
H 2.439 -0.649 0.937 0.332
H -3.676 1.058 0.064 0.330
H 0.763 0.931 2.300 0.210
H -2.007 1.761 0.396 0.298
H 0.230 2.231 1.359 0.244
H -1.743 4.474 0.268 0.237
H -2.759 4.083 1.451 0.246
H -3.242 4.238 -0.044 0.231
```



5.
Here is a structure of composition C5H7N5O at a distorted geometry from the Open Molecules 2025 dataset. Energies are from ωB97M-V/def2-TZVPD.

HOMO level = -8.78 eV
Multiplicity = 1
LUMO energy = -1.048 eV

```
18
Properties=species:S:1:pos:R:3:mulliken_charge:R:1
C 1.842 2.056 -0.746 -0.789
C 0.392 0.400 -0.319 0.420
C -0.022 -1.285 -1.780 -0.051
C -1.355 -1.216 0.311 0.195
C -0.659 0.031 0.557 0.485
H 2.124 3.031 -0.365 0.329
H 2.730 1.465 -0.810 0.298
H 1.617 2.407 -1.906 0.240
H 0.218 2.329 0.994 0.443
H 0.608 -2.101 -2.655 0.266
H -2.730 -2.880 0.934 0.274
H -2.395 -1.727 2.031 0.203
N 0.941 1.590 0.158 -0.239
N 0.753 -0.161 -1.573 -0.525
N -1.003 -1.801 -0.903 -0.635
N -2.250 -1.945 1.132 -0.374
N -0.202 0.249 1.945 -0.114
O -0.608 -0.441 2.995 -0.426
```



6.
Here is a structure of composition CH2BrO3S at a distorted geometry from the Open Molecules 2025 dataset. Energies are from ωB97M-V/def2-TZVPD.

HOMO level = -5.10 eV
Multiplicity = 1
LUMO energy = 3.434 eV
Charge = -1

```
8
Properties=species:S:1:pos:R:3:mulliken_charge:R:1
C 0.850 -0.531 0.082 -0.640
O -1.483 0.315 -1.182 -0.593
O -1.340 0.509 1.275 -0.627
O -0.061 2.024 -0.152 -0.642
S -0.725 0.734 -0.026 1.073
Br -0.103 -2.149 -0.156 -0.185
H 1.426 -0.349 -0.824 0.276
H 1.437 -0.553 0.983 0.338
```